# 1
Density functional theory data (ωB97M-V/def2-TZVPD) for a structure of composition C13H12F3N3O2STa at a distorted geometry.

Results
Highest occupied orbital energy (spin up / spin down)   -19.2 / -19.2 eV
E_LUMO (spin up / spin down)   -13.63 / -13.63 eV
Max |F|   0.0532 Eh/bohr
Charge   +3
Orbital gap (spin up / spin down)   5.6103 / 5.6120 eV
Energy   -42752.5737 eV

Positions of all 35 atoms, in Å:
Ta (-0.243, 1.265, 0.612)
F (1.524, -3.184, 1.970)
C (0.575, -3.227, 2.944)
F (1.062, -2.586, 4.006)
F (0.317, -4.475, 3.242)
C (-0.657, -2.510, 2.395)
C (-1.890, -3.136, 2.235)
C (-2.930, -2.442, 1.622)
C (-2.714, -1.161, 1.152)
N (-1.526, -0.550, 1.316)
C (-0.528, -1.207, 1.958)
S (0.929, -0.210, 2.135)
H (-2.023, -4.152, 2.590)
H (-3.904, -2.899, 1.507)
H (-3.497, -0.605, 0.653)
C (1.828, 4.651, 0.719)
C (1.130, 3.375, 0.687)
O (1.651, 2.261, 0.319)
O (-0.135, 3.240, 1.023)
H (2.452, 4.761, -0.172)
H (2.540, 4.649, 1.557)
H (1.133, 5.477, 0.847)
N (1.922, -0.759, -1.308)
C (0.970, -0.176, -2.028)
C (0.971, -0.309, -3.438)
C (0.033, 0.323, -4.198)
C (-0.973, 1.105, -3.569)
C (-0.971, 1.186, -2.224)
N (-0.026, 0.557, -1.420)
H (2.634, -1.287, -1.791)
H (2.049, -0.657, -0.316)
H (1.747, -0.908, -3.897)
H (0.045, 0.237, -5.277)
H (-1.732, 1.616, -4.145)
H (-1.763, 1.735, -1.706)

***

# 2
Density functional theory data (ωB97M-V/def2-TZVPD) for the molecule C3H7F at a distorted geometry.

Results
Highest occupied orbital energy   -11.2 eV
E_LUMO   1.20 eV
ΔE to the lowest compared entry with this formula, charge and spin   98.11 kJ/mol
Max |F|   0.0625 Eh/bohr
Orbital gap   12.4326 eV
SMILES   CCCF
Energy   -5940.9203 eV

Positions of all 11 atoms, in Å:
C (0.998, 0.662, -0.142)
C (0.279, -0.496, 0.410)
C (-1.126, -0.362, -0.188)
F (-1.874, 0.456, 0.623)
H (1.762, 1.030, 0.625)
H (1.334, 0.285, -1.147)
H (0.281, 1.497, -0.343)
H (0.924, -1.468, 0.017)
H (0.204, -0.520, 1.525)
H (-1.136, 0.202, -1.204)
H (-1.646, -1.286, -0.175)

***

# 3
Density functional theory data (ωB97M-V/def2-TZVPD) for a structure of composition C7H15N at a distorted geometry.

Results
Highest occupied orbital energy   -6.5 eV
E_LUMO   -2.26 eV
ΔE to the lowest compared entry with this formula, charge and spin   667.52 kJ/mol
Max |F|   0.0947 Eh/bohr
Orbital gap   4.2569 eV
Energy   -8985.5715 eV

Positions of all 23 atoms, in Å:
C (-2.518, -0.525, 1.156)
C (1.036, -2.318, -0.782)
C (1.407, -0.972, -0.520)
C (0.285, 0.081, -0.574)
C (0.215, 1.270, 0.341)
C (0.231, 2.579, -0.143)
C (0.253, 3.728, 0.706)
N (-0.218, -2.705, -1.177)
H (-2.789, -0.990, 0.173)
H (-2.620, 0.541, 1.100)
H (-1.417, -0.722, 1.366)
H (1.783, -3.074, -0.507)
H (-3.134, -0.940, 1.956)
H (2.327, -0.579, 0.019)
H (0.062, 0.499, -1.616)
H (-0.549, -0.574, -0.366)
H (0.125, 1.071, 1.431)
H (-0.339, -3.670, -1.356)
H (0.209, 2.816, -1.218)
H (0.130, 4.681, 0.142)
H (0.281, 3.755, 1.747)
H (1.245, -3.755, 2.021)
H (0.759, -3.184, 2.243)

***

# 4
Density functional theory data (ωB97M-V/def2-TZVPD) for a cluster of 2 separate species, C15H18 in total at a distorted geometry.

Results
Highest occupied orbital energy   -8.8 eV
E_LUMO   0.89 eV
ΔE to the lowest compared entry with this formula, charge and spin   224.25 kJ/mol
Max |F|   0.0896 Eh/bohr
Orbital gap   9.6410 eV
SMILES   CCc1ccccc1.Cc1ccccc1
Energy   -15844.6554 eV

Positions of all 33 atoms, in Å:
C (-1.613, 2.429, 1.988)
C (-0.716, 1.307, 1.740)
C (-1.111, 0.018, 2.354)
C (-2.241, -0.671, 1.981)
C (-2.683, -1.841, 2.619)
C (-2.075, -2.229, 3.852)
C (-0.981, -1.493, 4.253)
C (-0.564, -0.369, 3.609)
H (-1.204, 3.415, 2.086)
H (-1.950, 2.492, 3.035)
H (-2.490, 2.343, 1.343)
H (-0.415, 1.169, 0.729)
H (0.204, 1.428, 2.434)
H (-2.655, -0.415, 1.050)
H (-3.344, -2.321, 1.898)
H (-2.507, -3.084, 4.341)
H (-0.218, -1.996, 4.909)
H (0.174, 0.253, 3.994)
C (2.511, -1.248, -4.941)
C (1.894, -0.444, -3.809)
C (2.866, 0.352, -3.046)
C (2.430, 1.241, -2.104)
C (1.111, 1.186, -1.682)
C (0.179, 0.264, -2.231)
C (0.592, -0.572, -3.303)
H (1.755, -1.950, -5.365)
H (3.389, -1.670, -4.449)
H (2.759, -0.445, -5.697)
H (3.938, 0.131, -3.325)
H (3.187, 1.801, -1.619)
H (0.716, 1.889, -0.910)
H (-0.787, 0.119, -1.876)
H (-0.149, -1.089, -3.859)

***

# 5
Density functional theory data (ωB97M-V/def2-TZVPD) for a cluster of 2 separate species, C6H15NO in total at a distorted geometry.

Results
Highest occupied orbital energy   -9.2 eV
E_LUMO   1.01 eV
ΔE to the lowest compared entry with this formula, charge and spin   248.01 kJ/mol
Max |F|   0.0804 Eh/bohr
Orbital gap   10.2544 eV
SMILES   [H]/N=C/CC.CC(C)O
Energy   -10001.1867 eV

Positions of all 23 atoms, in Å:
H (-1.697, 1.671, -1.630)
N (-1.584, 1.040, -0.843)
C (-1.677, 1.580, 0.316)
C (-1.402, 0.718, 1.484)
C (-1.969, -0.696, 1.376)
H (-1.552, 2.656, 0.475)
H (-0.272, 0.622, 1.445)
H (-1.779, 1.210, 2.386)
H (-3.040, -0.662, 1.187)
H (-1.506, -1.229, 0.555)
H (-1.780, -1.255, 2.288)
C (1.124, -1.118, -1.802)
C (1.132, -0.067, -0.690)
C (1.929, -0.598, 0.500)
O (1.719, 1.144, -1.154)
H (0.632, -2.028, -1.463)
H (2.142, -1.375, -2.112)
H (0.586, -0.744, -2.672)
H (-0.084, 0.329, -0.685)
H (2.035, 0.168, 1.267)
H (2.944, -0.880, 0.200)
H (1.448, -1.475, 0.929)
H (2.651, 0.990, -1.357)

***

# 6
Density functional theory data (ωB97M-V/def2-TZVPD) for the molecule C6H9N.

Results
Highest occupied orbital energy   -7.8 eV
E_LUMO   1.06 eV
ΔE to the lowest compared entry with this formula, charge and spin   13.35 kJ/mol
Max |F|   0.0039 Eh/bohr
Orbital gap   8.8765 eV
SMILES   Cc1cc[nH]c1C
Energy   -7858.0213 eV

Positions of all 16 atoms, in Å:
C (1.383, 0.530, -1.411)
C (0.221, 0.508, -0.466)
C (-0.508, 1.672, -0.084)
C (-1.327, 1.333, 0.957)
N (-1.151, -0.003, 1.198)
C (-0.220, -0.528, 0.331)
C (0.076, -1.999, 0.369)
H (1.141, 0.980, -2.380)
H (1.798, -0.464, -1.593)
H (2.186, 1.138, -0.975)
H (-0.430, 2.644, -0.553)
H (-2.004, 1.931, 1.550)
H (-1.577, -0.523, 1.946)
H (0.402, -2.365, -0.609)
H (-0.834, -2.558, 0.623)
H (0.844, -2.275, 1.102)